The following is a DFT calculation (the ωB97M-V functional and the def2-TZVPD basis) of C46H48N4O2ReS5 as an isolated structure.

Last column: Löwdin charge in e.
Geometry (Å):
Re  0.606  0.802  1.033  0.274
C  3.811  0.269  1.824  -0.448
C  3.682  1.724  2.228  -0.422
S  2.225  2.515  1.437  0.873
C  1.498  3.428  2.823  -0.452
C  0.974  2.531  3.933  -0.427
S  -0.063  1.164  3.285  0.803
C  0.613  -0.260  4.191  -0.463
C  2.028  -0.617  3.789  -0.425
S  2.246  -0.653  1.960  0.828
H  4.097  0.173  0.775  0.060
H  4.573  -0.235  2.419  0.106
H  3.604  1.837  3.309  0.074
H  4.562  2.277  1.901  0.090
H  2.231  4.134  3.213  0.103
H  0.693  4.000  2.361  0.083
H  1.788  2.086  4.503  0.075
H  0.364  3.107  4.627  0.094
H  0.546  -0.068  5.262  0.102
H  -0.081  -1.067  3.950  0.076
H  2.751  0.086  4.202  0.074
H  2.284  -1.608  4.160  0.095
S  -1.120  -0.857  0.853  0.707
C  -2.540  0.063  1.067  -0.594
N  -3.615  -0.418  1.641  -0.068
C  -4.832  0.396  1.766  -0.069
C  -4.998  1.230  0.530  -0.080
N  -3.774  1.991  0.290  -0.094
C  -3.977  3.332  -0.282  -0.099
C  -4.615  4.253  0.731  -0.226
C  -5.761  4.964  0.404  -0.035
C  -6.346  5.816  1.332  -0.058
C  -5.789  5.954  2.593  -0.067
C  -4.643  5.243  2.927  -0.068
C  -4.056  4.397  1.999  -0.043
C  -2.580  1.481  0.552  -0.609
S  -1.149  2.304  0.244  0.789
C  -3.723  -1.786  2.186  -0.099
C  -4.614  -2.635  1.315  -0.227
C  -4.266  -2.881  -0.011  -0.039
C  -5.096  -3.639  -0.819  -0.062
C  -6.275  -4.167  -0.305  -0.063
C  -6.622  -3.931  1.015  -0.058
C  -5.795  -3.162  1.824  -0.040
H  -4.756  1.016  2.663  0.151
H  -5.672  -0.286  1.874  0.138
H  -5.809  1.943  0.670  0.143
H  -5.224  0.608  -0.341  0.152
H  -4.629  3.214  -1.150  0.140
H  -3.020  3.710  -0.632  0.091
H  -6.201  4.856  -0.581  0.119
H  -7.238  6.368  1.068  0.114
H  -6.245  6.616  3.317  0.112
H  -4.205  5.355  3.910  0.108
H  -3.152  3.855  2.256  0.101
H  -4.144  -1.689  3.188  0.139
H  -2.719  -2.196  2.266  0.088
H  -3.339  -2.483  -0.411  0.095
H  -4.821  -3.831  -1.848  0.111
H  -6.919  -4.765  -0.935  0.114
H  -7.537  -4.343  1.419  0.114
H  -6.068  -2.981  2.858  0.118
O  1.081  3.018  -1.392  0.010
C  1.705  2.024  -1.644  -0.551
N  2.714  1.871  -2.527  0.185
C  3.191  0.508  -2.616  -0.256
C  2.235  -0.121  -1.613  -0.306
O  2.323  -1.403  -1.498  0.059
N  1.495  0.736  -0.970  0.052
C  4.595  0.337  -2.019  -0.164
C  5.212  1.387  -1.345  -0.039
C  6.456  1.202  -0.753  -0.072
C  7.080  -0.034  -0.817  -0.065
C  6.461  -1.085  -1.482  -0.047
C  5.227  -0.902  -2.084  -0.021
C  3.034  -0.050  -4.022  -0.149
C  4.078  0.079  -4.931  -0.017
C  3.915  -0.329  -6.246  -0.050
C  2.707  -0.869  -6.662  -0.061
C  1.659  -0.992  -5.761  -0.060
C  1.820  -0.579  -4.448  -0.023
H  2.905  2.570  -3.227  0.185
H  4.736  2.358  -1.303  0.116
H  6.946  2.031  -0.257  0.111
H  8.052  -0.177  -0.363  0.113
H  6.949  -2.049  -1.543  0.115
H  4.753  -1.724  -2.606  0.130
H  5.027  0.492  -4.610  0.125
H  4.732  -0.226  -6.947  0.115
H  2.581  -1.190  -7.688  0.113
H  0.713  -1.406  -6.085  0.111
H  0.983  -0.666  -3.762  0.116
C  1.265  -2.267  -0.960  -0.126
C  1.721  -3.674  -1.151  -0.210
C  2.390  -4.330  -0.124  -0.031
C  2.846  -5.627  -0.306  -0.063
C  2.632  -6.269  -1.518  -0.064
C  1.963  -5.619  -2.546  -0.060
C  1.508  -4.323  -2.362  -0.027
H  0.364  -2.039  -1.529  0.123
H  1.115  -2.028  0.086  0.011
H  2.554  -3.822  0.821  0.104
H  3.364  -6.138  0.494  0.110
H  2.984  -7.282  -1.660  0.112
H  1.795  -6.123  -3.489  0.112
H  0.987  -3.811  -3.164  0.116

Atomic forces in eV per Å
Re -0.16 0.18 0.06
C -0.01 -0.04 0.00
C 0.02 0.04 0.01
S 0.07 0.04 0.04
C -0.04 -0.02 0.03
C 0.02 0.01 -0.01
S -0.03 0.03 -0.06
C 0.01 -0.01 0.00
C -0.01 -0.01 -0.02
S 0.11 -0.09 -0.03
H 0.01 0.00 -0.01
H -0.01 -0.01 0.00
H 0.00 0.00 0.00
H -0.01 0.00 -0.01
H 0.01 0.00 0.01
H 0.00 0.00 0.00
H 0.00 0.01 0.00
H 0.00 0.01 0.00
H -0.01 0.01 0.00
H 0.01 -0.01 0.01
H -0.01 0.00 0.01
H 0.00 0.00 0.00
S 0.01 -0.08 0.00
C -0.09 0.04 0.03
N 0.00 -0.02 -0.01
C 0.02 -0.03 -0.01
C 0.02 0.00 0.00
N 0.02 0.03 -0.02
C 0.01 -0.02 0.03
C 0.01 0.01 -0.03
C -0.02 0.00 0.01
C 0.01 0.00 -0.01
C 0.00 0.00 0.01
C 0.00 0.00 0.00
C 0.00 0.00 0.00
C -0.09 0.01 0.00
S 0.14 -0.08 0.04
C 0.03 0.02 -0.03
C -0.02 -0.01 0.01
C 0.00 0.03 0.00
C 0.01 -0.01 0.01
C -0.01 0.00 -0.01
C 0.00 0.00 0.01
C 0.00 0.00 0.00
H 0.00 0.01 -0.01
H -0.01 -0.01 0.01
H 0.00 0.01 0.00
H 0.00 -0.01 0.00
H 0.00 0.00 -0.01
H 0.02 0.00 0.01
H 0.00 0.00 0.00
H 0.00 0.00 0.00
H 0.00 0.00 0.00
H 0.00 0.00 -0.01
H 0.00 0.00 0.00
H -0.01 -0.01 0.00
H -0.01 0.00 0.00
H 0.00 -0.01 0.00
H 0.00 0.00 0.00
H 0.00 0.00 0.00
H 0.00 0.00 0.00
H 0.00 0.00 0.00
O -0.03 0.00 -0.04
C -0.06 -0.04 0.11
N -0.03 0.02 -0.06
C -0.04 -0.06 0.02
C 0.02 0.02 0.01
O 0.10 -0.04 0.08
N 0.00 -0.03 -0.19
C 0.00 0.05 0.06
C -0.03 0.01 -0.07
C 0.03 -0.02 0.00
C 0.00 0.03 0.03
C -0.01 -0.03 -0.02
C -0.01 -0.02 0.02
C 0.06 0.05 -0.05
C 0.00 -0.02 0.05
C -0.01 0.00 -0.02
C 0.01 0.00 0.00
C -0.02 0.00 0.00
C -0.01 0.00 0.01
H 0.01 0.01 0.01
H 0.01 0.00 0.01
H -0.01 0.01 -0.01
H 0.00 0.00 0.00
H -0.01 0.00 0.00
H 0.01 0.00 -0.01
H 0.01 0.00 -0.01
H 0.00 0.00 0.01
H 0.00 0.00 0.00
H 0.00 0.00 0.01
H -0.01 0.00 0.02
C -0.05 0.03 -0.05
C -0.02 0.00 0.00
C 0.00 -0.01 0.01
C 0.00 0.00 0.00
C 0.01 -0.01 -0.01
C 0.00 0.01 0.01
C 0.02 0.00 -0.02
H -0.04 0.02 0.02
H 0.03 0.00 0.01
H 0.00 0.00 -0.01
H 0.00 0.00 0.00
H 0.00 0.00 0.00
H 0.00 0.00 0.00
H 0.00 0.00 0.00

Properties
Relative energy (zero: lowest compared OMol25 entry of this formula, charge and spin) ... 0.00 kcal/mol
⟨S²⟩ ... 0.76
Calculated total energy ... -4220.0653 a.u.
Largest force on an atom ... 0.25 eV Å⁻¹
Total charge ... +2
2S+1 ... 2
HOMO (spin up / spin down) ... -12.38 / -12.14 eV